[1]
{"formula": "C33H34FMnN2PSi", "method": "ωB97M-V/def2-TZVPD", "species": ["Mn", "C", "C", "C", "C", "C", "C", "N", "N", "Si", "C", "C", "C", "H", "H", "H", "H", "H", "H", "H", "H", "H", "H", "H", "H", "H", "H", "H", "F", "C", "C", "C", "C", "C", "C", "H", "H", "H", "H", "C", "C", "C", "C", "C", "C", "P", "C", "C", "C", "C", "C", "C", "C", "C", "C", "C", "C", "C", "H", "H", "H", "H", "H", "H", "H", "H", "H", "H", "H", "H", "H", "H", "H"], "xyz": [[0.239, -0.127, 0.833], [-3.595, 0.320, 1.297], [-2.618, 0.930, 2.266], [-3.035, 1.531, 3.434], [-2.067, 2.093, 4.273], [-0.737, 2.060, 3.937], [-0.355, 1.451, 2.719], [-1.323, 0.894, 1.925], [0.884, 1.308, 2.214], [2.290, 2.240, 2.542], [1.932, 4.043, 2.230], [2.938, 2.098, 4.279], [3.600, 1.636, 1.340], [-4.268, -0.373, 1.803], [-3.072, -0.215, 0.507], [-4.207, 1.098, 0.834], [-4.087, 1.560, 3.686], [-2.371, 2.553, 5.207], [0.026, 2.468, 4.589], [1.104, 4.391, 2.857], [1.655, 4.206, 1.183], [2.807, 4.665, 2.455], [2.310, 2.645, 4.990], [3.944, 2.528, 4.327], [2.996, 1.055, 4.607], [3.230, 0.762, 0.807], [4.533, 1.348, 1.836], [3.844, 2.407, 0.601], [-0.311, -5.978, 2.964], [-0.109, -4.713, 2.519], [-1.199, -3.910, 2.263], [-0.961, -2.618, 1.797], [0.325, -2.089, 1.579], [1.375, -2.965, 1.876], [1.182, -4.267, 2.337], [-2.201, -4.293, 2.421], [-1.839, -2.011, 1.595], [2.401, -2.634, 1.742], [2.014, -4.927, 2.560], [3.711, -0.817, -4.399], [3.729, 0.149, -3.399], [2.647, 0.274, -2.543], [1.533, -0.554, -2.689], [1.521, -1.523, -3.684], [2.612, -1.653, -4.536], [0.131, -0.223, -1.583], [-0.673, 1.228, -2.348], [-1.228, 2.191, -1.505], [-1.862, 3.310, -2.036], [-1.933, 3.475, -3.410], [-1.376, 2.522, -4.256], [-0.747, 1.403, -3.729], [-1.040, -1.585, -1.889], [-0.617, -2.895, -1.646], [-1.496, -3.952, -1.802], [-2.812, -3.711, -2.180], [-3.243, -2.413, -2.407], [-2.358, -1.349, -2.264], [4.557, -0.921, -5.067], [4.588, 0.798, -3.283], [2.667, 1.020, -1.754], [0.664, -2.177, -3.801], [2.600, -2.412, -5.308], [-1.168, 2.066, -0.430], [-2.291, 4.052, -1.374], [-2.416, 4.351, -3.826], [-1.428, 2.653, -5.330], [-0.312, 0.665, -4.395], [0.398, -3.085, -1.317], [-1.162, -4.962, -1.600], [-3.502, -4.538, -2.297], [-4.268, -2.222, -2.697], [-2.701, -0.338, -2.447]], "forces_ev_per_angstrom": [[0.466, -0.157, 0.941], [0.008, 0.031, 0.036], [0.062, -0.049, -0.102], [-0.027, 0.055, 0.056], [-0.011, 0.000, 0.024], [0.075, 0.037, -0.027], [0.014, 0.103, -0.071], [-0.118, 0.008, 0.087], [-0.199, 0.080, -0.096], [-0.068, -0.112, -0.124], [0.005, 0.301, -0.031], [0.096, -0.065, 0.324], [0.175, 0.120, -0.027], [0.007, 0.011, -0.001], [0.031, -0.031, -0.019], [0.012, -0.017, 0.013], [0.048, -0.003, 0.013], [0.012, -0.005, -0.033], [-0.086, -0.014, -0.036], [0.070, -0.012, -0.072], [0.012, 0.022, 0.085], [-0.120, -0.050, -0.048], [0.081, -0.070, -0.018], [-0.078, -0.032, 0.052], [0.009, 0.092, -0.020], [0.004, -0.147, -0.107], [-0.103, 0.038, -0.029], [-0.027, -0.093, 0.050], [-0.011, -0.020, 0.007], [0.026, -0.013, 0.009], [-0.034, 0.117, -0.053], [0.042, -0.223, 0.053], [-0.409, -0.204, -0.054], [0.197, -0.011, -0.058], [0.084, 0.082, -0.009], [0.056, 0.026, -0.008], [-0.053, 0.056, -0.009], [-0.011, -0.025, 0.011], [-0.051, 0.050, -0.019], [-0.030, -0.005, 0.020], [-0.023, -0.030, -0.012], [0.044, -0.037, 0.002], [0.090, 0.117, 0.116], [0.032, -0.027, -0.128], [-0.011, 0.001, 0.038], [-0.406, 0.139, -0.863], [0.046, 0.071, 0.093], [-0.011, -0.006, -0.098], [0.031, -0.077, -0.006], [0.019, -0.023, -0.019], [0.010, -0.016, 0.011], [-0.021, -0.003, -0.036], [0.050, -0.063, -0.021], [-0.058, 0.036, 0.055], [-0.024, 0.025, 0.046], [-0.002, -0.016, -0.025], [0.040, 0.027, 0.015], [-0.044, -0.069, -0.016], [-0.022, 0.001, 0.023], [-0.012, -0.012, 0.004], [-0.005, -0.015, -0.033], [0.064, 0.059, -0.008], [0.003, 0.019, 0.005], [0.004, 0.009, 0.052], [0.017, -0.017, 0.004], [0.010, -0.039, 0.008], [0.004, -0.004, 0.026], [-0.003, 0.033, 0.040], [-0.002, -0.001, 0.028], [-0.004, 0.025, -0.021], [0.015, 0.017, 0.019], [0.016, -0.002, 0.002], [-0.005, 0.007, -0.009]], "spin_multiplicity": 6, "charge": 0, "homo_lumo_gap_ev": [7.75, 7.83]}

---

[2]
{"formula": "C33H34N8O2S2Si2V", "method": "ωB97M-V/def2-TZVPD", "species": ["V", "C", "Si", "C", "C", "C", "C", "C", "C", "C", "Si", "C", "C", "H", "H", "H", "H", "H", "H", "H", "H", "H", "H", "H", "H", "H", "H", "H", "H", "S", "C", "C", "C", "C", "N", "C", "C", "C", "S", "C", "N", "H", "H", "C", "O", "C", "C", "C", "C", "C", "C", "N", "C", "C", "C", "C", "C", "C", "C", "O", "H", "H", "H", "H", "H", "H", "H", "H", "H", "H", "H", "H", "H", "N", "N", "N", "C", "N", "N", "H", "H", "H"], "xyz": [[0.254, 0.766, -0.235], [-0.259, 3.148, -3.062], [1.051, 2.526, -1.775], [2.709, 2.257, -2.763], [1.462, 4.131, -0.788], [1.851, 5.282, -1.455], [2.260, 6.411, -0.768], [2.275, 6.393, 0.616], [1.845, 5.261, 1.287], [1.433, 4.122, 0.606], [0.688, 2.551, 1.462], [-0.891, 3.373, 2.241], [1.800, 2.238, 3.033], [0.137, 3.943, -3.688], [-1.130, 3.539, -2.541], [-0.583, 2.338, -3.707], [3.103, 3.186, -3.171], [2.565, 1.553, -3.579], [3.465, 1.837, -2.102], [1.837, 5.300, -2.536], [2.572, 7.299, -1.307], [2.621, 7.261, 1.166], [1.837, 5.273, 2.369], [-0.662, 4.317, 2.732], [-1.367, 2.718, 2.965], [-1.622, 3.574, 1.461], [2.032, 3.156, 3.571], [2.741, 1.770, 2.755], [1.292, 1.573, 3.727], [2.344, -0.136, -0.018], [2.473, -1.330, -1.270], [3.433, -2.322, -1.172], [3.597, -3.290, -2.163], [4.577, -4.268, -2.009], [5.403, -5.063, -1.847], [2.752, -3.257, -3.317], [1.783, -2.244, -3.406], [1.622, -1.298, -2.413], [0.365, -0.110, -2.558], [2.862, -4.213, -4.319], [2.932, -5.003, -5.166], [4.064, -2.342, -0.293], [1.132, -2.213, -4.269], [1.760, -2.725, 2.358], [0.657, -3.035, 3.190], [-0.520, -3.326, 2.496], [-0.756, -4.607, 2.031], [-1.956, -4.933, 1.418], [-2.924, -3.953, 1.269], [-2.699, -2.668, 1.717], [-1.487, -2.312, 2.325], [-1.236, -1.036, 2.753], [-2.295, -0.144, 3.035], [-2.965, 0.609, 2.093], [-4.222, 1.196, 2.411], [-4.972, 1.867, 1.480], [-4.509, 2.018, 0.172], [-3.256, 1.544, -0.162], [-2.443, 0.886, 0.768], [-1.229, 0.618, 0.440], [1.990, -3.557, 1.681], [2.611, -2.552, 3.021], [1.579, -1.815, 1.771], [0.011, -5.359, 2.153], [-2.121, -5.942, 1.064], [-3.868, -4.189, 0.789], [-3.449, -1.904, 1.578], [-0.386, -0.935, 3.297], [-2.721, -0.213, 4.036], [-4.597, 1.069, 3.420], [-5.942, 2.263, 1.760], [-5.116, 2.525, -0.568], [-2.845, 1.682, -1.157], [-2.524, -4.427, -2.818], [-1.869, -3.587, -1.947], [-0.720, -3.893, -1.381], [-0.454, -2.770, -0.726], [-1.402, -1.851, -0.887], [-2.306, -2.379, -1.659], [-2.402, -5.390, -2.517], [-3.502, -4.154, -2.848], [0.433, -2.628, -0.148]], "forces_ev_per_angstrom": [[3.182, 0.111, -1.783], [0.372, -0.358, 0.464], [0.108, 1.294, -0.469], [-0.592, -0.145, 0.386], [-0.098, -0.566, -0.383], [0.099, 0.324, -0.124], [0.038, 0.150, -0.212], [0.052, 0.121, 0.170], [0.086, 0.151, 0.222], [-0.091, -0.726, 0.182], [0.289, 1.311, 0.795], [0.361, -0.601, -0.414], [-0.299, -0.143, -0.691], [0.163, 0.162, -0.102], [-0.128, 0.049, 0.122], [-0.081, -0.147, -0.163], [-0.073, 0.232, 0.001], [-0.074, -0.083, -0.110], [0.073, -0.022, 0.133], [0.063, 0.027, -0.209], [0.021, 0.040, -0.019], [-0.037, 0.030, 0.045], [-0.012, -0.016, 0.187], [0.271, 0.156, 0.026], [-0.098, -0.207, 0.104], [-0.180, 0.057, -0.125], [-0.061, 0.234, -0.013], [0.199, -0.106, -0.056], [-0.139, -0.147, 0.088], [0.277, -0.055, 0.609], [-0.131, -0.048, -0.725], [0.105, -0.183, -0.146], [-1.496, 1.002, -0.761], [1.525, -1.522, 0.278], [-0.479, 0.448, -0.129], [-0.044, 1.675, 2.005], [0.602, -0.980, -0.452], [-0.150, 0.693, 0.630], [0.275, -0.160, 0.138], [0.162, -1.818, -1.962], [-0.031, 0.693, 0.738], [0.068, -0.053, -0.027], [0.004, -0.034, -0.004], [0.028, 0.234, -0.125], [-0.499, -0.187, 0.012], [-0.003, -0.006, -0.040], [0.143, 0.091, 0.161], [-0.025, -0.236, -0.054], [-0.023, -0.116, 0.029], [-0.088, 0.138, 0.046], [0.292, -0.178, 0.300], [0.548, -0.177, 0.091], [-0.253, 0.455, 0.532], [1.006, -0.343, -0.187], [-0.359, 0.233, -0.175], [0.085, -0.119, 0.217], [-0.401, 0.326, -0.477], [0.525, -0.352, 0.380], [-4.337, 1.026, 0.776], [-0.334, -0.719, 0.535], [0.011, 0.004, 0.005], [-0.016, -0.009, -0.085], [0.050, -0.250, 0.146], [0.117, -0.042, 0.094], [-0.009, -0.025, -0.038], [-0.005, 0.016, 0.005], [0.026, 0.090, 0.024], [-0.178, -0.147, -0.225], [-0.084, -0.100, -0.027], [0.012, -0.044, 0.018], [-0.023, 0.053, 0.015], [0.004, 0.004, -0.041], [-0.010, 0.078, -0.052], [-0.168, -0.331, -0.629], [0.596, 0.639, 0.916], [-0.169, -0.226, -0.516], [-0.176, -0.418, -0.149], [-0.374, -0.051, 0.098], [-0.281, -0.399, -0.417], [-0.078, 0.278, 0.197], [0.170, -0.047, 0.203], [0.181, 0.020, 0.192]], "spin_multiplicity": 2, "charge": -2, "homo_lumo_gap_ev": [4.42, 4.51]}

---

[3]
{"formula": "C33H34NO", "method": "ωB97M-V/def2-TZVPD", "species": ["C", "C", "C", "C", "C", "C", "N", "C", "C", "C", "C", "C", "C", "C", "C", "C", "C", "C", "C", "C", "H", "H", "H", "H", "H", "H", "H", "H", "H", "H", "H", "H", "H", "H", "H", "H", "H", "H", "H", "H", "H", "C", "O", "C", "C", "C", "C", "C", "C", "C", "C", "C", "C", "C", "C", "C", "H", "H", "H", "H", "H", "H", "H", "H", "H", "H", "H", "H", "H"], "xyz": [[3.685, -2.517, -2.288], [3.199, -1.428, -1.552], [1.887, -1.440, -1.102], [0.976, -2.428, -1.518], [-0.443, -2.316, -1.216], [-1.237, -1.235, -1.539], [-2.619, -1.341, -1.643], [-3.216, -2.649, -1.376], [-4.741, -2.608, -1.262], [-5.390, -1.909, -2.444], [-4.797, -0.515, -2.572], [-3.279, -0.557, -2.704], [-0.659, 0.106, -1.845], [0.268, 0.275, -2.883], [0.833, 1.524, -3.129], [0.392, 2.639, -2.413], [-0.608, 2.492, -1.445], [-1.099, 1.230, -1.124], [1.485, -3.535, -2.241], [2.825, -3.575, -2.612], [4.732, -2.536, -2.593], [3.843, -0.573, -1.340], [1.518, -0.685, -0.411], [-0.921, -3.243, -0.887], [-2.944, -3.353, -2.186], [-2.822, -3.042, -0.430], [-5.100, -3.637, -1.169], [-5.006, -2.080, -0.338], [-5.208, -2.477, -3.364], [-6.470, -1.844, -2.296], [-5.193, 0.005, -3.449], [-5.065, 0.079, -1.690], [-2.900, 0.471, -2.703], [-3.027, -1.006, -3.686], [0.550, -0.590, -3.488], [1.615, 1.625, -3.882], [0.823, 3.623, -2.606], [-0.987, 3.361, -0.905], [-1.806, 1.102, -0.300], [0.787, -4.325, -2.532], [3.202, -4.427, -3.178], [-1.549, 4.763, 5.154], [-0.924, 4.985, 3.861], [-0.221, 3.957, 3.318], [0.183, 4.084, 1.964], [0.784, 3.022, 1.346], [1.049, 1.791, 2.015], [1.764, 0.803, 1.298], [2.701, -0.103, 1.892], [4.031, -0.136, 1.383], [5.012, -0.911, 1.984], [4.700, -1.672, 3.121], [3.392, -1.658, 3.634], [2.381, -0.946, 2.991], [0.687, 1.711, 3.388], [0.080, 2.769, 4.032], [-2.139, 5.663, 5.329], [-2.203, 3.878, 5.132], [-0.786, 4.646, 5.938], [-0.011, 5.018, 1.437], [1.106, 3.125, 0.310], [1.894, 1.029, 0.239], [4.270, 0.476, 0.510], [6.028, -0.914, 1.580], [5.475, -2.277, 3.596], [3.162, -2.208, 4.550], [1.335, -1.054, 3.296], [0.912, 0.816, 3.960], [-0.199, 2.680, 5.084]], "forces_ev_per_angstrom": [[-0.219, 0.166, -0.010], [0.140, -0.432, -0.098], [-0.215, -0.380, -0.225], [1.353, 0.074, 0.542], [-1.318, 0.285, -0.265], [0.535, -1.372, -0.026], [-0.457, 0.460, 0.749], [-0.125, -0.069, -0.164], [0.195, 0.082, 0.132], [-0.004, 0.100, 0.066], [0.124, 0.061, 0.079], [0.120, -0.118, -0.311], [-0.091, 0.337, -0.422], [-0.198, -0.011, 0.110], [-0.076, 0.061, 0.102], [-0.067, -0.047, 0.050], [0.176, -0.006, 0.007], [0.306, -0.276, -0.078], [-0.374, 0.633, 0.193], [0.165, 0.147, 0.114], [-0.314, -0.023, -0.025], [-0.058, -0.375, 0.024], [0.034, -0.239, -0.563], [0.111, 0.302, -0.516], [0.104, 0.068, 0.190], [-0.005, 0.137, -0.294], [0.042, 0.082, 0.035], [-0.038, -0.048, -0.061], [-0.034, 0.007, 0.020], [0.028, -0.074, -0.091], [0.021, -0.023, 0.081], [0.002, -0.040, -0.041], [-0.001, -0.381, -0.004], [-0.024, 0.144, 0.177], [-0.005, 0.310, 0.249], [-0.286, 0.014, 0.135], [-0.176, -0.262, -0.030], [0.113, -0.167, -0.177], [0.082, 0.027, -0.387], [0.314, 0.197, 0.045], [-0.081, 0.228, 0.178], [0.150, 0.070, -0.026], [0.790, -1.510, -0.412], [-0.762, 0.636, 0.260], [-0.060, 0.180, 0.388], [-0.091, 0.115, -0.359], [-0.243, -0.570, -0.366], [0.855, 2.118, 0.908], [0.265, -1.627, 0.358], [-0.638, 0.130, -0.199], [-0.066, -0.088, 0.319], [-0.284, 0.376, -0.163], [-0.006, -0.069, -0.136], [0.413, 0.361, -0.087], [0.046, 0.419, 0.475], [-0.111, -0.341, -0.019], [0.131, -0.206, 0.018], [0.222, 0.324, -0.108], [-0.247, 0.125, -0.266], [0.065, -0.250, 0.176], [-0.157, -0.074, 0.237], [0.034, 0.040, 0.110], [-0.026, -0.180, 0.349], [-0.413, -0.011, 0.131], [-0.300, 0.236, -0.097], [0.030, -0.027, -0.459], [0.501, 0.043, 0.015], [-0.062, 0.221, -0.087], [0.167, -0.022, -0.455]], "spin_multiplicity": 1, "charge": 1, "homo_lumo_gap_ev": 4.03}

---

The calculation returns the following E_tot values, one per record and in order: -88959.6097, -113901.4881, -38302.2365 eV.
The calculation returns the following molecular weight values, one per record and in order: 591.6, 745.9, 460.6 Da.
The calculation returns the following ΔE to the lowest compared entry with this formula, charge and spin values, one per record and in order: 3.2, 28.6, 11.6 kcal per mole.